Record 1
A molecular structure, C28H52BrHfO7P2S2 at a distorted geometry, computed with wB97M-V/def2-TZVPD.

For the largest force on an atom, the calculation gives 0.0511 hartree/bohr. For the HOMO energy, the calculation gives -11.3245 eV. As for the energy: -155815.464 eV. As for the lowest unoccupied orbital energy: -0.1065 hartree. The calculation puts the gap between HOMO and LUMO at 0.30971 Eh. For the energy above the lowest of the compared OMol25 structures with the same formula, charge and spin, the calculation gives 30.59 kcal/mol. Its net charge is +1.

Atoms and positions in Å:
Hf 0.020 -0.487 0.277
C 6.580 -0.848 5.061
C 5.300 -1.684 5.009
C 5.662 -3.092 4.510
C 4.721 -1.774 6.429
C 4.262 -1.081 4.070
C 3.044 -1.731 3.886
C 2.162 -1.207 2.977
Br 0.419 -2.014 2.736
C 2.387 -0.074 2.190
O 1.472 0.215 1.240
C 3.549 0.664 2.469
C 4.452 0.108 3.380
C 3.892 2.062 1.926
C 4.013 3.013 3.131
C 2.842 2.676 0.995
C 5.241 2.018 1.188
H 7.305 -1.344 5.706
H 6.392 0.144 5.476
H 7.031 -0.745 4.072
H 6.407 -3.535 5.172
H 6.081 -3.047 3.503
H 4.793 -3.751 4.492
H 5.456 -2.226 7.097
H 3.816 -2.383 6.461
H 4.477 -0.780 6.808
H 2.777 -2.621 4.439
H 5.362 0.660 3.568
H 3.059 3.083 3.657
H 4.290 4.010 2.784
H 4.770 2.681 3.841
H 1.869 2.741 1.484
H 2.729 2.112 0.072
H 3.154 3.688 0.731
H 6.062 1.791 1.869
H 5.444 2.988 0.731
H 5.239 1.262 0.403
C 1.070 -4.682 -1.772
C 0.780 -4.059 -0.415
C 2.099 -3.847 0.344
C -0.198 -4.916 0.370
O 0.080 -2.735 -0.566
P 0.101 -1.838 -1.944
O -0.035 -2.465 -3.240
O -0.855 -0.743 -1.457
O 1.555 -1.155 -1.519
C 2.386 -0.333 -2.446
C 2.631 -1.078 -3.748
C 1.690 0.999 -2.693
C 3.690 -0.157 -1.684
H 1.522 -5.658 -1.606
H 1.766 -4.070 -2.345
H 0.162 -4.811 -2.358
H 2.835 -4.575 0.007
H 1.968 -3.978 1.414
H 2.506 -2.853 0.151
H 0.281 -5.857 0.638
H -1.083 -5.128 -0.231
H -0.503 -4.409 1.286
H 1.714 -1.217 -4.315
H 3.071 -2.058 -3.554
H 3.333 -0.500 -4.348
H 0.762 0.851 -3.248
H 2.337 1.654 -3.275
H 1.462 1.499 -1.751
H 4.202 -1.115 -1.583
H 3.494 0.238 -0.687
H 4.342 0.531 -2.220
C -5.878 1.818 -0.106
C -4.910 0.695 -0.420
C -5.203 -0.003 -1.728
O -3.549 1.256 -0.538
P -2.507 1.094 0.617
S -0.760 1.936 0.068
S -2.308 -0.845 1.205
O -3.149 1.900 1.815
C -2.560 1.941 3.156
C -3.688 1.671 4.130
C -1.911 3.296 3.368
H -6.883 1.410 -0.001
H -5.876 2.551 -0.913
H -5.601 2.317 0.820
H -4.903 -0.036 0.392
H -5.182 0.711 -2.551
H -6.191 -0.458 -1.677
H -4.469 -0.785 -1.923
H -1.815 1.144 3.225
H -4.470 2.421 4.008
H -3.309 1.714 5.151
H -4.119 0.685 3.955
H -2.653 4.084 3.229
H -1.099 3.456 2.660
H -1.517 3.358 4.382

Here is what Löwdin gives for the atomic charges, in e: number 1, Hf, carries 1.1200; number 2, C, carries -0.0579; number 3, C, carries -0.5568; number 4, C, carries -0.0397; number 5, C, carries -0.0375; number 6, C, carries -0.1516; number 7, C, carries -0.0613; number 8, C, carries -0.4794; number 9, Br, carries 0.9082; number 10, C, carries -0.3168; number 11, O, carries -0.3639; number 12, C, carries -0.0704; number 13, C, carries 0.0330; number 14, C, carries -0.5229; number 15, C, carries -0.0350; number 16, C, carries -0.0549; number 17, C, carries -0.0289; number 18, H, carries 0.0914; number 19, H, carries 0.0899; number 20, H, carries 0.0905; number 21, H, carries 0.0899; number 22, H, carries 0.0925; number 23, H, carries 0.0781; number 24, H, carries 0.0908; number 25, H, carries 0.0788; number 26, H, carries 0.0932; number 27, H, carries 0.1150; number 28, H, carries 0.0974; number 29, H, carries 0.0952; number 30, H, carries 0.0930; number 31, H, carries 0.0798; number 32, H, carries 0.0684; number 33, H, carries 0.0531; number 34, H, carries 0.0965; number 35, H, carries 0.0827; number 36, H, carries 0.0933; number 37, H, carries 0.0747; number 38, C, carries -0.0344; number 39, C, carries -0.5569; number 40, C, carries -0.0278; number 41, C, carries -0.0185; number 42, O, carries -0.2885; number 43, P, carries 0.3284; number 44, O, carries -0.1785; number 45, O, carries -0.4226; number 46, O, carries -0.2540; number 47, C, carries -0.5766; number 48, C, carries -0.0203; number 49, C, carries -0.0160; number 50, C, carries -0.0147; number 51, H, carries 0.1050; number 52, H, carries 0.0839; number 53, H, carries 0.0938; number 54, H, carries 0.0972; number 55, H, carries 0.0528; number 56, H, carries 0.0780; number 57, H, carries 0.1049; number 58, H, carries 0.1000; number 59, H, carries 0.0559; number 60, H, carries 0.0806; number 61, H, carries 0.0954; number 62, H, carries 0.1041; number 63, H, carries 0.1000; number 64, H, carries 0.1070; number 65, H, carries 0.0411; number 66, H, carries 0.1001; number 67, H, carries 0.0565; number 68, H, carries 0.1062; number 69, C, carries -0.0316; number 70, C, carries -0.4414; number 71, C, carries -0.0313; number 72, O, carries -0.2723; number 73, P, carries -0.0129; number 74, S, carries 0.4663; number 75, S, carries 0.3736; number 76, O, carries -0.2909; number 77, C, carries -0.4625; number 78, C, carries -0.0322; number 79, C, carries -0.0382; number 80, H, carries 0.0938; number 81, H, carries 0.0950; number 82, H, carries 0.0745; number 83, H, carries 0.1103; number 84, H, carries 0.0944; number 85, H, carries 0.0935; number 86, H, carries 0.0849; number 87, H, carries 0.1065; number 88, H, carries 0.0932; number 89, H, carries 0.0917; number 90, H, carries 0.0835; number 91, H, carries 0.0951; number 92, H, carries 0.0546; number 93, H, carries 0.0919

Record 2
C2H3NOS2 in the gas phase at a distorted geometry, computed with wB97M-V/def2-TZVPD.

For the largest force on an atom, the calculation gives 0.0624 hartree/bohr. For the HOMO energy (spin up / spin down), the calculation gives -8.9765 / -8.7766 eV. As for the energy: -27327.206 eV. As for the lowest unoccupied orbital energy (spin up / spin down): -0.0442 / -0.0562 hartree. The calculation puts the gap between HOMO and LUMO (spin up / spin down) at 0.28563 / 0.26633 Eh. For the energy above the lowest of the compared OMol25 structures with the same formula, charge and spin, the calculation gives 82.36 kcal/mol.

Atoms and positions in Å:
C -0.755 0.682 -0.540
C -0.309 -0.385 0.431
N -1.959 1.078 -0.669
O -1.080 -2.885 -0.793
S -3.222 0.924 0.259
S -1.273 -1.965 0.307
H -0.204 1.037 -1.429
H 0.786 -0.320 0.245
H -0.405 -0.049 1.490

Here is what Löwdin gives for the atomic charges, in e: number 1, C, carries -0.3395; number 2, C, carries -0.4194; number 3, N, carries -0.5334; number 4, O, carries -0.5360; number 5, S, carries 0.6589; number 6, S, carries 0.8699; number 7, H, carries 0.1192; number 8, H, carries 0.0912; number 9, H, carries 0.0892

Record 3
A molecular structure, C22H25BI2N2O4 at a distorted geometry, computed with wB97M-V/def2-TZVPD.

For the largest force on an atom, the calculation gives 0.0470 hartree/bohr. For the HOMO energy, the calculation gives -8.7726 eV. As for the energy: -51265.396 eV. As for the lowest unoccupied orbital energy: -0.0386 hartree. The calculation puts the gap between HOMO and LUMO at 0.28376 Eh. For the energy above the lowest of the compared OMol25 structures with the same formula, charge and spin, the calculation gives 36.23 kcal/mol.

Atoms and positions in Å:
C -1.519 -0.374 -0.185
B -1.969 -0.685 -1.693
O -3.003 0.088 -2.272
C -1.211 -1.835 -2.533
C 0.150 -1.768 -2.609
C 1.037 -2.801 -3.375
O 2.229 -2.722 -3.160
C 0.382 -3.849 -4.290
C -1.102 -3.942 -4.239
C -1.869 -4.853 -5.057
C -1.134 -5.750 -5.960
O -1.896 -6.607 -6.757
C 0.326 -5.698 -6.021
C 1.084 -4.749 -5.194
C 2.619 -4.672 -5.281
I 3.422 -3.044 -6.479
C 3.478 -5.529 -4.663
C 2.945 -6.728 -3.821
I 5.609 -5.230 -4.847
C -1.901 -2.997 -3.277
O -3.083 -3.201 -3.086
H -2.167 0.421 0.257
H -0.459 -0.035 -0.090
H -1.638 -1.297 0.443
H -2.611 0.798 -2.813
H 0.673 -0.936 -2.071
H -2.982 -4.857 -4.982
H -1.835 -7.516 -6.411
H 0.812 -6.397 -6.743
H 3.509 -6.848 -2.857
H 1.849 -6.613 -3.627
H 3.167 -7.660 -4.417
C -1.288 4.107 4.055
C -2.437 3.375 3.373
C -2.068 1.957 2.930
C -1.024 1.950 1.905
N -0.198 1.948 1.107
H -0.442 4.244 3.376
H -1.613 5.096 4.381
H -0.939 3.557 4.933
H -2.779 3.960 2.515
H -3.277 3.315 4.070
H -2.958 1.465 2.530
H -1.743 1.369 3.792
C 2.560 7.512 6.007
C 1.979 6.799 7.223
C 0.780 5.913 6.882
C -0.358 6.686 6.383
N -1.244 7.299 5.983
H 1.834 8.193 5.558
H 3.432 8.101 6.297
H 2.874 6.794 5.246
H 1.697 7.541 7.975
H 2.759 6.176 7.669
H 0.471 5.370 7.779
H 1.069 5.161 6.142

Here is what Löwdin gives for the atomic charges, in e: number 1, C, carries -0.0287; number 2, B, carries -0.3799; number 3, O, carries 0.0907; number 4, C, carries -0.0133; number 5, C, carries 0.0696; number 6, C, carries -0.2945; number 7, O, carries 0.0677; number 8, C, carries -0.0227; number 9, C, carries -0.0321; number 10, C, carries 0.0776; number 11, C, carries -0.2471; number 12, O, carries 0.0073; number 13, C, carries 0.0624; number 14, C, carries -0.2081; number 15, C, carries -0.7059; number 16, I, carries 0.7757; number 17, C, carries -0.7681; number 18, C, carries -0.1296; number 19, I, carries 0.7521; number 20, C, carries -0.2710; number 21, O, carries 0.1010; number 22, H, carries 0.0456; number 23, H, carries 0.0477; number 24, H, carries 0.0851; number 25, H, carries 0.1142; number 26, H, carries 0.1318; number 27, H, carries 0.1328; number 28, H, carries 0.1182; number 29, H, carries 0.1333; number 30, H, carries 0.0759; number 31, H, carries 0.0784; number 32, H, carries 0.0852; number 33, C, carries -0.1175; number 34, C, carries -0.2574; number 35, C, carries -0.1851; number 36, C, carries -0.2375; number 37, N, carries 0.1620; number 38, H, carries 0.0765; number 39, H, carries 0.0515; number 40, H, carries 0.0747; number 41, H, carries 0.1155; number 42, H, carries 0.1108; number 43, H, carries 0.1170; number 44, H, carries 0.1230; number 45, C, carries -0.1101; number 46, C, carries -0.2654; number 47, C, carries -0.1952; number 48, C, carries -0.2425; number 49, N, carries 0.1519; number 50, H, carries 0.0731; number 51, H, carries 0.0725; number 52, H, carries 0.0769; number 53, H, carries 0.1125; number 54, H, carries 0.1083; number 55, H, carries 0.1187; number 56, H, carries 0.1147